# 1
ORCA calculation (ωB97M-V with the def2-TZVPD basis set) on C23H39N7O6P3S2Sr as an isolated structure at a distorted geometry.

Calculated values
Kohn-Sham gap ... 0.1848 Eh
Highest occupied orbital energy ... -2.75 eV
F_max ... 1.9 eV Å⁻¹

The geometry in ORCA input format:
```
! RIJCOSX wB97M-V def2-TZVPD def2/J DEFGRID3
* xyz -1 1
Sr 0.15683 1.15892 -0.60946
C 4.68658 1.97087 1.19345
P 3.13468 0.96148 1.04873
C 2.87234 0.54946 2.80733
C 4.05823 -0.53606 0.43259
C 3.27318 -1.84175 0.40549
P 1.73553 -1.86353 -0.63591
C 1.56982 -3.69482 -0.76488
C 0.46772 -1.59778 0.66204
H 5.45220 1.42728 1.75484
H 4.47655 2.90573 1.71953
H 5.08234 2.20821 0.20618
H 3.77945 0.15647 3.27754
H 2.05203 -0.16413 2.88462
H 2.53079 1.45222 3.31307
H 4.96434 -0.68579 1.03445
H 4.38268 -0.26886 -0.57966
H 2.98719 -2.12465 1.42582
H 3.92162 -2.64187 0.03343
H 1.64008 -4.16703 0.21974
H 2.35071 -4.09502 -1.41273
H 0.60155 -3.93979 -1.20575
H 0.71959 -2.24293 1.50942
H -0.49378 -1.84378 0.22594
H 0.39088 -0.58858 1.07688
O 1.87049 2.69437 -1.80945
N 2.75272 1.91696 -2.40436
C 4.05955 2.24453 -2.25306
C 5.09353 1.53930 -2.79684
C 4.77422 0.41210 -3.56074
C 3.45569 0.09970 -3.74210
C 2.37805 0.84549 -3.19851
S 0.76643 0.40583 -3.51636
H 4.18258 3.13344 -1.65225
H 6.10810 1.86405 -2.61656
H 5.54412 -0.20095 -4.01116
H 3.16653 -0.75378 -4.33847
N -4.35483 -6.69947 0.47469
C -3.96973 -5.37032 0.71781
C -2.62603 -5.03363 0.84662
C -2.25127 -3.73071 1.13883
C -3.20790 -2.74201 1.30082
C -4.55048 -3.08330 1.20964
C -4.93146 -4.38262 0.93104
S -2.75584 -1.05876 1.71144
O -1.74948 -1.19938 2.73122
O -4.00420 -0.40127 2.07201
N -2.07639 -0.28408 0.47822
C -2.84836 -0.07390 -0.61698
N -3.93848 -0.88533 -0.79315
C -4.61695 -0.66732 -1.89754
C -4.25788 0.30010 -2.85317
C -3.13738 1.04764 -2.56831
N -2.42812 0.88918 -1.44650
H -3.66348 -7.23347 -0.02954
H -5.25635 -6.78278 0.03018
H -1.86763 -5.79973 0.72688
H -1.20303 -3.49924 1.26013
H -5.28582 -2.30386 1.35215
H -5.98313 -4.64166 0.86923
H -5.48885 -1.29806 -2.05996
H -4.82282 0.45196 -3.76071
H -2.78238 1.82173 -3.24093
N 1.11806 5.16493 0.13234
C 0.60379 4.33038 1.30022
P -1.12115 4.09382 0.75764
O -1.79439 5.45166 0.83144
O -1.03419 3.50920 -0.63273
C -2.07107 2.96602 1.82691
N -3.39745 2.83278 1.10292
H 2.11127 5.36596 0.18815
H 0.56219 6.02057 0.04915
H 0.94156 4.58336 -0.70517
H 0.73722 4.85350 2.24428
H 1.05059 3.31603 1.30830
H -2.23540 3.33044 2.83808
H -1.46033 2.01391 1.80160
H -3.86116 3.73972 1.01765
H -3.98468 2.12788 1.55039
H -3.15993 2.50559 0.15629
O 0.10820 1.75923 1.52561
*
```

Löwdin charges in e: atom 1 (Sr): 1.097, atom 2 (C): -0.297, atom 3 (P): 0.861, atom 4 (C): -0.292, atom 5 (C): -0.448, atom 6 (C): -0.440, atom 7 (P): 0.867, atom 8 (C): -0.310, atom 9 (C): -0.377, atom 10 (H): 0.030, atom 11 (H): 0.028, atom 12 (H): 0.002, atom 13 (H): 0.037, atom 14 (H): 0.029, atom 15 (H): 0.032, atom 16 (H): 0.069, atom 17 (H): 0.054, atom 18 (H): 0.070, atom 19 (H): 0.069, atom 20 (H): 0.037, atom 21 (H): 0.025, atom 22 (H): 0.030, atom 23 (H): 0.054, atom 24 (H): 0.005, atom 25 (H): -0.033, atom 26 (O): -0.300, atom 27 (N): -0.241, atom 28 (C): -0.087, atom 29 (C): -0.098, atom 30 (C): -0.103, atom 31 (C): -0.126, atom 32 (C): -0.751, atom 33 (S): 0.495, atom 34 (H): 0.119, atom 35 (H): 0.097, atom 36 (H): 0.098, atom 37 (H): 0.091, atom 38 (N): 0.075, atom 39 (C): -0.335, atom 40 (C): -0.037, atom 41 (C): -0.057, atom 42 (C): -0.279, atom 43 (C): -0.076, atom 44 (C): -0.040, atom 45 (S): 0.591, atom 46 (O): -0.304, atom 47 (O): -0.350, atom 48 (N): -0.142, atom 49 (C): -0.488, atom 50 (N): 0.125, atom 51 (C): -0.134, atom 52 (C): -0.074, atom 53 (C): -0.136, atom 54 (N): 0.030, atom 55 (H): 0.077, atom 56 (H): 0.076, atom 57 (H): 0.105, atom 58 (H): 0.086, atom 59 (H): 0.104, atom 60 (H): 0.103, atom 61 (H): 0.104, atom 62 (H): 0.085, atom 63 (H): 0.117, atom 64 (N): 0.122, atom 65 (C): -0.216, atom 66 (P): 0.360, atom 67 (O): -0.409, atom 68 (O): -0.436, atom 69 (C): -0.233, atom 70 (N): 0.140, atom 71 (H): 0.145, atom 72 (H): 0.136, atom 73 (H): 0.109, atom 74 (H): 0.095, atom 75 (H): 0.022, atom 76 (H): 0.097, atom 77 (H): 0.009, atom 78 (H): 0.140, atom 79 (H): 0.132, atom 80 (H): 0.109, atom 81 (O): -0.941

# 2
ORCA calculation (ωB97M-V with the def2-TZVPD basis set) on C23H40AuCl3N4O3Si as an isolated structure at a distorted geometry.

Calculated values
⟨S²⟩ ... 2.014
Kohn-Sham gap (spin up / spin down) ... 0.3315 / 0.2694 Eh
Highest occupied orbital energy (spin up / spin down) ... -8.45 / -8.95 eV
F_max ... 1.6 eV Å⁻¹

The geometry in ORCA input format:
```
! RIJCOSX wB97M-V def2-TZVPD def2/J DEFGRID3
* xyz 0 3
C -2.33783 -0.09391 -4.11853
C -2.99200 0.40982 -2.86937
H -3.03209 -0.21462 -4.95465
H -1.88197 -1.07302 -3.89463
H -1.52644 0.58932 -4.43077
C -4.31384 0.61310 -2.68395
C -5.30350 0.18014 -3.69879
H -4.67744 0.99080 -1.73161
H -5.12562 -0.85267 -4.02227
H -5.28667 0.82049 -4.58545
H -6.30113 0.21858 -3.26670
Au 2.23918 0.29047 0.96959
Cl 2.30450 2.23056 -0.34598
Cl 2.39081 -1.80596 1.97827
H 5.87023 0.48956 3.99992
H 7.18632 1.44634 1.24410
C 5.44790 -0.10267 3.17498
C 6.43013 0.68457 1.00538
N 5.33579 0.70429 1.96841
H 4.45142 -0.46869 3.45794
C 4.60484 1.87259 2.04725
O 4.00513 2.26576 3.04575
H 6.02165 0.90926 0.01350
H 4.62102 2.44469 1.10064
H 6.08811 -0.95454 2.96878
H 6.91131 -0.29401 0.98687
H -1.63406 -3.05700 -0.40683
H -4.06484 -1.90783 -0.60303
C -1.73398 -3.11332 0.67755
C -4.07005 -2.35476 0.40425
N -2.77963 -2.19224 1.07654
H -0.78749 -2.86530 1.17338
C -2.65836 -1.43850 2.18617
O -1.66599 -1.42581 2.93915
H -4.85257 -1.88112 1.01534
H -3.55221 -0.80111 2.34870
H -2.04906 -4.11975 0.97837
H -4.29089 -3.42746 0.32810
O -1.94254 -0.83286 -1.53068
C -2.00088 0.49482 -1.70867
C -3.36937 1.04661 0.38658
C -2.38606 1.39654 -0.53696
H -3.88028 0.08260 0.28054
C -3.74421 1.96021 1.37779
H -1.05755 0.88522 -2.12627
C -1.78106 2.64886 -0.46491
H -4.45341 1.65856 2.14782
C -3.24583 3.26365 1.36540
C -2.25543 3.59967 0.43707
H -0.99011 2.90032 -1.17712
H -3.61174 3.99578 2.09168
H -1.85322 4.60927 0.40971
Si 2.41120 -1.94958 -1.76985
Cl 0.67444 -1.09763 -0.83485
C 2.80550 -3.60037 -0.99415
C 3.81035 -0.72473 -1.48929
C 2.19442 -2.12379 -3.61258
H 2.63539 -3.59755 0.08949
H 3.87144 -3.79681 -1.18808
H 2.21135 -4.39506 -1.46314
H 1.52882 -2.96230 -3.85034
H 3.19996 -2.33663 -4.00762
H 1.81525 -1.20388 -4.07498
H 3.52233 0.29178 -1.78433
H 4.66091 -1.06824 -2.09384
H 4.09079 -0.70430 -0.42428
N -0.03463 0.87001 2.95174
C -0.67963 1.81288 3.67369
C -0.14205 3.05033 3.29681
C 0.81536 2.78574 2.31896
N 0.87682 1.44500 2.14218
H -0.25987 -0.13676 2.89898
H -1.43704 1.54713 4.39456
H -0.41882 4.02206 3.66095
H 1.42874 3.44739 1.73156
*
```

Löwdin charges in e: atom 1 (C): -0.034, atom 2 (C): -0.228, atom 3 (H): 0.074, atom 4 (H): 0.093, atom 5 (H): 0.096, atom 6 (C): -0.078, atom 7 (C): -0.098, atom 8 (H): 0.104, atom 9 (H): 0.085, atom 10 (H): 0.085, atom 11 (H): 0.071, atom 12 (Au): 0.430, atom 13 (Cl): 0.003, atom 14 (Cl): -0.061, atom 15 (H): 0.093, atom 16 (H): 0.090, atom 17 (C): -0.070, atom 18 (C): -0.067, atom 19 (N): -0.216, atom 20 (H): 0.046, atom 21 (C): -0.410, atom 22 (O): -0.011, atom 23 (H): 0.078, atom 24 (H): 0.089, atom 25 (H): 0.080, atom 26 (H): 0.086, atom 27 (H): 0.068, atom 28 (H): 0.077, atom 29 (C): -0.058, atom 30 (C): -0.056, atom 31 (N): -0.185, atom 32 (H): 0.069, atom 33 (C): -0.303, atom 34 (O): -0.040, atom 35 (H): 0.093, atom 36 (H): 0.125, atom 37 (H): 0.096, atom 38 (H): 0.094, atom 39 (O): -0.046, atom 40 (C): -0.421, atom 41 (C): -0.064, atom 42 (C): -0.159, atom 43 (H): 0.082, atom 44 (C): -0.083, atom 45 (H): 0.129, atom 46 (C): -0.028, atom 47 (H): 0.102, atom 48 (C): -0.091, atom 49 (C): -0.080, atom 50 (H): 0.112, atom 51 (H): 0.106, atom 52 (H): 0.106, atom 53 (Si): 0.182, atom 54 (Cl): 0.399, atom 55 (C): -0.217, atom 56 (C): -0.262, atom 57 (C): -0.205, atom 58 (H): -0.034, atom 59 (H): 0.041, atom 60 (H): 0.032, atom 61 (H): 0.032, atom 62 (H): 0.039, atom 63 (H): 0.034, atom 64 (H): -0.016, atom 65 (H): 0.044, atom 66 (H): -0.020, atom 67 (N): 0.027, atom 68 (C): -0.067, atom 69 (C): -0.063, atom 70 (C): -0.169, atom 71 (N): -0.137, atom 72 (H): 0.109, atom 73 (H): 0.121, atom 74 (H): 0.095, atom 75 (H): 0.060

# 3
ORCA calculation (ωB97M-V with the def2-TZVPD basis set) on a 2-piece molecular cluster, C23H40BFIN2O4 overall at a distorted geometry.

Calculated values
Kohn-Sham gap ... 0.2611 Eh
Highest occupied orbital energy ... -9.59 eV
F_max ... 8.6 eV Å⁻¹

The geometry in ORCA input format:
```
! RIJCOSX wB97M-V def2-TZVPD def2/J DEFGRID3
* xyz 1 1
C -0.80114 0.69815 -0.59739
B -1.12794 1.66196 -1.88492
O -2.23475 1.29830 -2.83890
C -0.35873 3.09950 -2.24091
O 0.57343 3.04416 -3.35106
C 1.81173 2.32725 -3.12609
C 1.82676 0.76271 -3.72195
C 3.02232 0.58737 -4.83677
C 3.27326 -0.95188 -5.34266
O 4.18697 -1.13098 -6.33320
N 2.55211 -2.17694 -4.82684
C 3.43724 -3.07514 -3.99001
C 5.01607 -2.75456 -3.59103
C 5.88244 -3.79588 -2.62021
C 5.13953 -5.15055 -2.05935
C 3.58251 -5.50356 -2.48661
C 2.72362 -4.48585 -3.44416
C 2.42447 2.32300 -1.61262
I 4.27603 1.09255 -1.41096
O 2.65527 3.74916 -1.24266
C 3.96880 4.21966 -1.70392
F 3.84447 5.72047 -1.83034
H -1.79115 0.09959 -0.31592
H -0.04303 -0.14224 -0.97745
H -0.35198 1.30489 0.29914
H -2.19937 0.32196 -3.05906
H -1.25451 3.80385 -2.60777
H 0.03664 3.65723 -1.26351
H 2.63647 2.87540 -3.79732
H 1.82365 -0.03933 -2.87006
H 0.79269 0.66075 -4.30419
H 4.04688 1.02164 -4.47124
H 2.69989 1.25511 -5.77188
H 2.03183 -2.69195 -5.57036
H 5.56413 -1.77855 -3.98190
H 6.99731 -3.55022 -2.30940
H 5.67794 -5.91618 -1.34737
H 3.02658 -6.47764 -2.10808
H 1.60713 -4.72366 -3.75652
H 1.70463 1.89798 -0.78036
H 4.81508 4.06545 -0.87709
H 4.29170 3.84578 -2.76435
C -4.38220 -2.53973 3.03299
C -3.23823 -1.93321 2.23888
C -2.13592 -1.22188 3.03286
N -2.53649 0.06278 3.82180
C -3.01012 -0.33076 5.23237
C -3.56307 0.85330 6.01667
C -4.64368 1.59061 5.24142
C -4.11641 2.05728 3.89320
C -3.59209 0.88709 3.06825
C -1.24023 0.89358 3.94721
H -5.01404 -1.78075 3.49890
H -5.02888 -3.11817 2.36405
H -4.01115 -3.21562 3.80841
H -3.63439 -1.27426 1.45821
H -2.75393 -2.75615 1.69615
H -1.36275 -0.91944 2.31887
H -1.66871 -1.90614 3.75501
H -3.78406 -1.09161 5.12505
H -2.15791 -0.77968 5.75621
H -3.97953 0.49075 6.96300
H -2.75939 1.54758 6.28460
H -4.99742 2.45073 5.82122
H -5.50557 0.92868 5.09365
H -3.33946 2.81541 4.03278
H -4.92742 2.54489 3.33981
H -3.14145 1.22624 2.12925
H -4.43455 0.23257 2.84011
H -0.91558 1.17833 2.94241
H -0.48229 0.27111 4.43273
H -1.43005 1.78770 4.54123
*
```

Löwdin charges in e: atom 1 (C): -0.061, atom 2 (B): -0.325, atom 3 (O): 0.011, atom 4 (C): -0.134, atom 5 (O): -0.134, atom 6 (C): -0.303, atom 7 (C): -0.178, atom 8 (C): -0.128, atom 9 (C): -0.258, atom 10 (O): -0.033, atom 11 (N): 0.004, atom 12 (C): -0.140, atom 13 (C): -0.017, atom 14 (C): -0.059, atom 15 (C): -0.088, atom 16 (C): -0.079, atom 17 (C): -0.034, atom 18 (C): -0.572, atom 19 (I): 0.896, atom 20 (O): -0.204, atom 21 (C): -0.197, atom 22 (F): -0.112, atom 23 (H): 0.072, atom 24 (H): 0.099, atom 25 (H): 0.065, atom 26 (H): 0.108, atom 27 (H): 0.153, atom 28 (H): 0.133, atom 29 (H): 0.158, atom 30 (H): 0.086, atom 31 (H): 0.138, atom 32 (H): 0.088, atom 33 (H): 0.153, atom 34 (H): 0.132, atom 35 (H): 0.089, atom 36 (H): 0.090, atom 37 (H): 0.079, atom 38 (H): 0.085, atom 39 (H): 0.085, atom 40 (H): 0.096, atom 41 (H): 0.132, atom 42 (H): 0.123, atom 43 (C): -0.099, atom 44 (C): -0.236, atom 45 (C): -0.102, atom 46 (N): -0.217, atom 47 (C): -0.096, atom 48 (C): -0.167, atom 49 (C): -0.184, atom 50 (C): -0.164, atom 51 (C): -0.097, atom 52 (C): 0.037, atom 53 (H): 0.060, atom 54 (H): 0.090, atom 55 (H): 0.088, atom 56 (H): 0.105, atom 57 (H): 0.128, atom 58 (H): 0.118, atom 59 (H): 0.140, atom 60 (H): 0.118, atom 61 (H): 0.139, atom 62 (H): 0.132, atom 63 (H): 0.117, atom 64 (H): 0.127, atom 65 (H): 0.125, atom 66 (H): 0.118, atom 67 (H): 0.133, atom 68 (H): 0.137, atom 69 (H): 0.120, atom 70 (H): 0.097, atom 71 (H): 0.117, atom 72 (H): 0.096

Question: Among the records above, which one has the lowest F_max?
Answer: C23H40AuCl3N4O3Si